Here is C22H41HfN3O11P3S4Sb as an isolated structure from the OMol25 dataset. Energies are from the ωB97M-V functional and the def2-TZVPD basis.

CARTESIAN COORDINATES (ANGSTROEM)
Hf  -0.33767  -1.14414  0.02423
C  -3.26446  1.94820  4.73723
C  -2.91900  1.29557  3.41482
O  -2.13345  0.11554  3.61709
P  -0.50657  0.12444  3.62831
S  -0.47046  1.05305  0.98111
S  0.06963  -1.12756  5.05818
O  -0.22678  1.65749  4.12862
C  1.04684  2.22317  3.80625
C  1.35895  3.28654  4.83439
H  -4.02888  2.71417  4.58535
H  -2.38306  2.40561  5.18389
H  -3.65108  1.20208  5.43375
H  -2.38975  1.97986  2.75022
H  -3.82392  0.96279  2.90112
H  1.00160  2.63618  2.79670
H  1.81448  1.44283  3.81503
H  0.63726  4.10317  4.77493
H  2.35682  3.69640  4.66472
H  1.31807  2.86443  5.83893
O  -1.14148  -3.42256  -1.80730
P  0.46874  -3.32525  -2.01332
O  1.12126  -4.53720  -2.47202
O  1.01960  -2.50484  -0.81085
O  0.50596  -2.09808  -3.16295
P  0.04020  -0.58224  -2.86102
O  1.11438  -0.02248  -1.78154
O  -0.10230  0.21406  -4.07102
O  -1.15667  -0.73175  -1.82274
H  -1.31559  -2.45716  -1.77400
H  1.87700  0.44827  -2.13402
C  -3.71754  3.69917  -3.91723
C  -2.44744  2.91828  -3.59200
C  -1.23434  3.63397  -4.20213
Sb  -1.71333  2.33367  -1.58834
C  -3.56125  1.62387  -0.57836
C  -4.84446  2.11443  -1.23836
C  -3.69035  0.12131  -0.32003
C  -1.78601  4.20569  -0.46778
C  -0.35265  4.67342  -0.21060
C  -2.60629  5.35045  -1.05041
H  -3.74371  3.92494  -4.99146
H  -3.76815  4.65618  -3.39636
H  -4.62633  3.14694  -3.68691
H  -2.51028  1.92834  -4.05761
H  -1.04742  4.59633  -3.71328
H  -1.39088  3.83937  -5.26752
H  -0.32778  3.03102  -4.11640
H  -3.44861  2.11198  0.39391
H  -5.02472  1.58997  -2.17996
H  -4.83152  3.18285  -1.45439
H  -5.70705  1.91976  -0.58853
H  -3.70003  -0.45162  -1.24911
H  -4.62827  -0.08995  0.20839
H  -2.89408  -0.25271  0.33364
H  -2.22763  3.89975  0.48494
H  0.11338  5.02379  -1.13743
H  0.26908  3.87098  0.19127
H  -0.33066  5.50671  0.50227
H  -2.20959  5.67564  -2.01524
H  -2.58048  6.21982  -0.38130
H  -3.65376  5.08322  -1.19884
N  -2.72205  -4.26318  7.09692
C  -2.32067  -4.09450  5.77681
C  -1.27651  -4.86472  5.25590
C  -0.86686  -4.69199  3.95207
C  -1.51718  -3.75684  3.15337
C  -2.57017  -3.00073  3.64953
C  -2.98298  -3.18877  4.95104
S  -0.79535  -3.36322  1.63284
O  -1.80556  -2.53017  0.84580
O  -0.28872  -4.55694  1.03154
N  0.24023  -2.17418  1.90021
C  1.62174  -2.08484  1.80700
S  2.75336  -3.23378  2.36781
C  4.01072  -2.21737  1.78782
C  3.48282  -1.10313  1.23185
N  2.11014  -1.00820  1.24073
H  -2.01311  -4.62972  7.71113
H  -3.19613  -3.46904  7.49611
H  -0.76729  -5.57809  5.89282
H  -0.04327  -5.26942  3.55309
H  -3.04156  -2.25097  3.03061
H  -3.78254  -2.57893  5.35320
H  5.04930  -2.48028  1.89479
H  4.05957  -0.29698  0.80261

- Charge: -1
- 2S+1: 2
- HOMO (alpha / beta): -3.640 / -4.558 eV
- Relative energy (zero: lowest compared OMol25 entry of this formula, charge and spin): 341.3 kJ/mol
- LUMO (alpha / beta): 2.29 / 1.88 eV

Here is C22H41IrNPS4Sb as an isolated structure from the OMol25 dataset. Energies are from the ωB97M-V functional and the def2-TZVPD basis.

CARTESIAN COORDINATES (ANGSTROEM)
Ir  -0.10117  0.20875  -0.80624
C  3.07118  -0.74811  -3.95044
C  3.02816  -0.91631  -2.42529
C  4.26059  -1.68440  -1.94874
C  1.72105  -1.54333  -1.96890
C  1.66350  -2.57444  -1.03881
C  0.45263  -3.14415  -0.64112
C  -0.76120  -2.67879  -1.12577
C  -2.06515  -3.24416  -0.65208
C  -0.73906  -1.62134  -2.05556
C  0.49302  -1.06951  -2.50078
H  4.06403  -0.41789  -4.25529
H  2.35857  -0.00048  -4.29922
H  2.85511  -1.69546  -4.44881
H  3.07328  0.08332  -1.97913
H  4.23611  -2.71785  -2.30092
H  4.33999  -1.68400  -0.86140
H  5.15870  -1.21051  -2.34344
H  2.57497  -2.97108  -0.61475
H  0.46219  -3.95500  0.07664
H  -2.44509  -2.63952  0.17539
H  -1.94545  -4.26411  -0.29018
H  -2.81424  -3.23841  -1.44373
H  -1.65114  -1.37088  -2.58240
H  0.49309  -0.46035  -3.39605
S  1.29403  1.22973  4.30656
Sb  -1.02626  1.21683  4.55953
S  -1.83552  0.64162  2.07312
S  -0.45711  -0.64411  1.48636
S  -1.28194  -0.88089  5.51014
C  1.12800  6.05104  -0.14548
C  1.27363  4.53071  -0.14668
C  2.60781  4.14923  -0.80071
C  1.29778  3.97964  1.28896
P  -0.08024  3.61224  -1.11294
N  0.01485  2.10013  -0.70213
C  0.19222  3.77350  -2.99892
C  0.44894  5.20279  -3.47369
C  1.34711  2.84728  -3.41467
C  -1.07703  3.22661  -3.66511
C  -1.80160  4.26679  -0.63447
C  -1.79679  4.39558  0.89443
C  -2.85817  3.21086  -0.98960
C  -2.15090  5.61651  -1.26034
H  1.98052  6.48113  0.38621
H  0.22493  6.38060  0.36718
H  1.12345  6.46397  -1.15504
H  3.42603  4.49751  -0.16677
H  2.73546  4.61341  -1.77713
H  2.69408  3.06544  -0.89442
H  2.28941  4.13962  1.71810
H  1.10648  2.90597  1.29940
H  0.57871  4.47169  1.93969
H  1.38532  5.59859  -3.08093
H  -0.35928  5.87546  -3.18819
H  0.52214  5.20868  -4.56462
H  2.32239  3.31262  -3.29967
H  1.23180  2.58427  -4.46935
H  1.32250  1.92698  -2.82899
H  -1.92624  3.89439  -3.53767
H  -1.32530  2.24185  -3.26343
H  -0.90093  3.12371  -4.73848
H  -1.45535  3.46828  1.35654
H  -2.81571  4.58490  1.23925
H  -1.17803  5.22319  1.23737
H  -2.50254  2.21258  -0.73386
H  -3.14189  3.23087  -2.03903
H  -3.75870  3.40160  -0.40188
H  -1.38837  6.37028  -1.05932
H  -3.09261  5.96893  -0.83233
H  -2.29356  5.54546  -2.33869

- 2S+1: 6
- HOMO (alpha / beta): -7.063 / -6.883 eV
- Relative energy (zero: lowest compared OMol25 entry of this formula, charge and spin): 85.4 kJ/mol
- LUMO (alpha / beta): 0.17 / -1.82 eV

Here is a 11-piece molecular cluster, C22H41N10O3P2 overall from the OMol25 dataset. Energies are from the ωB97M-V functional and the def2-TZVPD basis.

CARTESIAN COORDINATES (ANGSTROEM)
C  -1.98548  1.66708  0.68499
C  -0.40938  1.38314  0.88702
P  0.37405  1.33630  -0.85989
P  -0.02452  -0.86121  -1.13634
O  1.00059  -1.33496  -2.20414
O  0.29575  -1.81964  0.24766
O  -1.56287  -1.20307  -1.81958
H  -2.36746  0.81969  0.02556
H  -2.02691  2.64872  0.11042
H  -2.55326  1.70144  1.65431
H  0.04406  2.27408  1.43962
H  -0.20927  0.47655  1.53126
H  1.67915  1.06587  -0.23737
H  0.96702  1.37249  -2.17786
H  -0.92644  1.57021  -1.48321
H  0.54911  2.77451  -0.77810
H  1.09790  -1.43042  0.64895
H  -2.25347  -1.23965  -1.13276
C  4.41367  -2.84320  0.93392
C  3.56347  -1.73802  1.45453
N  2.88327  -0.88692  1.85635
H  4.34884  -2.87992  -0.15405
H  5.45286  -2.68321  1.22352
H  4.07027  -3.79196  1.34234
C  -2.78233  5.51506  2.32622
C  -1.49523  5.15802  1.66477
N  -0.49642  4.86993  1.14444
H  -2.62651  5.63310  3.39887
H  -3.16216  6.45092  1.91547
H  -3.51620  4.72522  2.15590
C  -5.88125  -0.21616  2.32663
C  -5.35295  1.13987  2.01178
N  -4.94668  2.19869  1.76101
H  -6.82186  -0.37586  1.79792
H  -5.16086  -0.97883  2.01258
H  -6.05461  -0.30854  3.39988
C  1.25546  -5.64039  0.59617
C  2.71038  -5.79041  0.88480
N  3.84775  -5.90149  1.10215
H  1.11136  -4.92744  -0.21752
H  0.83513  -6.60403  0.30687
H  0.73845  -5.27610  1.48404
C  -5.53204  0.52962  -2.36768
C  -6.49200  -0.21336  -1.50095
N  -7.23485  -0.79350  -0.82049
H  -5.51947  1.58272  -2.08621
H  -4.52913  0.11709  -2.24852
H  -5.83259  0.44169  -3.41192
C  3.42624  0.99981  -4.77384
C  2.55155  2.12057  -4.33000
N  1.86448  2.99053  -3.98515
H  3.36608  0.89137  -5.85719
H  4.46027  1.20308  -4.49325
H  3.10493  0.06935  -4.30215
C  5.17813  -8.19415  3.55873
C  6.63626  -8.33497  3.83699
N  7.77199  -8.44510  4.05440
H  5.02285  -7.48364  2.74542
H  4.76101  -9.16013  3.27314
H  4.66426  -7.83384  4.45013
C  1.60636  7.26421  2.94932
C  1.00619  8.21044  3.93342
N  0.53842  8.94805  4.70020
H  2.31800  6.60889  3.45169
H  0.82343  6.65638  2.49304
H  2.12493  7.82099  2.16870
C  4.41994  4.41147  -7.56418
C  4.26563  2.98796  -7.97845
N  4.14699  1.87460  -8.31049
H  3.49451  4.76587  -7.10932
H  5.22978  4.49988  -6.83988
H  4.64980  5.02697  -8.43421
C  -5.42623  -4.69138  2.20760
C  -4.62436  -3.46508  1.93518
N  -4.00049  -2.50880  1.72146
H  -4.81235  -5.57772  2.04671
H  -5.77663  -4.68234  3.23996
H  -6.28641  -4.72629  1.53869

- Charge: -1
- 2S+1: 1
- HOMO: -3.528 eV
- LUMO: 1.86 eV

no.,F_max (eV/A)
1,3.83
2,1.47
3,4.59